C5H7NO as an isolated structure. Source: the OMol25 dataset; level of theory: ωB97M-V with the def2-TZVPD basis set.

Properties
Energy above the lowest of the compared OMol25 structures with the same formula, charge and spin (kcal/mol): 163.5
Highest occupied orbital energy (Ha): -0.2972
Net charge: 0
E_LUMO (eV): -0.4
Calculated total energy (hartree): -324.46384
Multiplicity: 1
Frontier orbital gap (eV): 7.647

The geometry in XYZ format:
```
14
Properties=species:S:1:pos:R:3:forces:R:3:nbo_charge:R:1
O -0.079 -0.640 -2.132 0.02 0.01 0.28 -0.6390
N 0.733 -1.526 1.179 -0.04 -0.25 -0.16 -0.5285
C 0.011 -0.253 -0.976 0.03 -0.10 -0.11 0.4291
C 0.788 0.005 1.098 -0.10 0.37 0.09 -0.1365
C -1.704 0.457 -0.305 -0.32 0.19 0.04 -0.6940
C 1.134 0.656 -0.243 0.20 0.21 -0.06 -0.4302
C -0.094 -0.832 0.346 0.13 -0.11 0.00 0.2678
H 1.030 1.744 -0.258 0.00 -0.16 0.00 0.2360
H -2.457 -0.305 -0.505 0.14 0.08 0.03 0.2183
H 1.429 -2.104 0.705 -0.06 0.04 0.03 0.3799
H -1.708 1.201 -1.104 0.06 -0.13 0.09 0.2328
H 2.085 0.350 -0.690 -0.14 0.03 0.04 0.2415
H -1.833 0.923 0.673 0.05 -0.08 -0.14 0.1996
H 0.590 0.502 2.038 0.02 -0.10 -0.15 0.2233
```
Forces are in eV/Å.

C24H53BrN2O7S8 as an isolated structure. Source: the OMol25 dataset; level of theory: ωB97M-V with the def2-TZVPD basis set.

Properties
Highest occupied orbital energy (Ha): -0.3024
Net charge: 0
E_LUMO (eV): -0.2
Calculated total energy (hartree): -7341.75341
Multiplicity: 1
Frontier orbital gap (eV): 8.038

The geometry in XYZ format:
```
95
Properties=species:S:1:pos:R:3:forces:R:3:lowdin_charge:R:1
Br 1.503 0.622 1.353 -0.02 0.02 -0.03 0.7441
S -2.848 4.077 2.107 0.08 0.00 0.07 0.8308
S 2.093 -1.515 -2.895 0.01 -0.04 -0.28 0.9823
S -1.117 -6.572 -4.196 -0.03 0.01 -0.10 0.7983
S 3.124 3.074 5.103 0.03 0.01 -0.10 0.7911
S 6.655 -0.623 8.454 0.06 0.01 0.01 0.8158
S 5.147 -3.486 -2.692 -0.04 0.05 0.06 0.7487
S -1.806 -0.931 -8.048 0.02 -0.01 0.02 0.7881
S -5.936 7.052 5.093 -0.10 0.02 0.05 0.8170
O -5.275 6.968 3.761 0.05 0.02 0.00 -0.5646
O 3.346 4.234 6.009 -0.03 -0.01 0.07 -0.5627
O 4.986 -4.923 -3.032 0.01 -0.03 -0.03 -0.5529
O -2.392 2.682 1.833 -0.13 0.09 0.03 -0.5668
O -2.422 -5.884 -4.003 -0.01 -0.01 0.01 -0.5578
O 6.075 -0.045 7.213 -0.03 -0.04 0.00 -0.5551
O -1.212 0.376 -8.431 0.00 0.01 -0.04 -0.5411
N 0.691 -0.998 -3.480 0.11 0.01 0.19 -0.2061
N 2.079 -0.876 -1.433 0.08 0.01 0.20 -0.2290
C 0.120 -0.284 -2.500 0.03 -0.07 -0.23 -0.3132
C 1.718 2.163 5.754 -0.06 -0.06 0.03 -0.2731
C -2.017 0.270 -3.806 0.09 -0.27 -0.05 -0.1120
C 4.355 1.838 5.522 -0.03 0.00 -0.02 -0.2864
C -2.346 -1.134 -4.378 -0.46 0.45 0.24 -0.4203
C -5.096 5.887 6.171 0.08 -0.03 0.04 -0.2665
C -1.556 1.026 -1.472 0.11 0.04 0.36 -0.0037
C -1.013 -7.858 -2.948 0.04 -0.03 0.09 -0.2735
C -2.350 -2.255 -3.348 -0.06 -0.49 -0.39 -0.0707
C 0.442 0.518 -0.208 0.21 0.05 0.31 -0.6299
C -4.479 3.962 2.831 -0.24 -0.01 0.00 -0.2735
C 5.609 -0.083 9.811 -0.05 0.00 0.07 -0.2716
C 0.930 -0.210 -1.320 -0.17 -0.09 -0.27 -0.4035
C -1.162 0.335 -2.573 -0.14 0.09 -0.16 -0.1741
C 6.158 -2.348 8.504 -0.04 -0.07 0.03 -0.2731
C 6.632 -3.342 -1.692 0.09 0.01 0.02 -0.2655
C -0.764 1.127 -0.284 0.05 0.03 0.00 -0.0933
C 5.819 -2.674 -4.147 0.05 0.04 -0.05 -0.2709
C -5.311 8.532 5.892 0.06 0.06 0.03 -0.2691
C -3.746 -1.064 -5.017 0.36 -0.44 0.18 -0.0969
C -3.385 4.766 0.540 -0.04 0.05 -0.08 -0.2612
C -3.229 -1.194 -9.114 -0.05 -0.04 -0.06 -0.2633
C -0.782 -2.210 -8.785 0.02 -0.07 -0.06 -0.2616
C 0.137 -5.502 -3.493 0.13 0.07 0.09 -0.2745
H -5.321 4.883 5.816 -0.03 0.01 -0.01 0.0392
H -1.213 -7.428 -1.967 -0.02 0.03 -0.02 0.0582
H -5.675 8.567 6.918 -0.02 0.00 -0.01 0.0541
H 0.181 -4.606 -4.112 -0.02 0.00 -0.01 0.0425
H -5.116 3.331 2.209 0.08 -0.04 -0.04 0.0627
H -0.654 -2.007 -9.848 -0.01 0.04 0.01 0.0569
H 6.436 -3.832 -0.741 -0.04 -0.01 -0.01 0.0505
H -4.221 8.524 5.869 0.00 -0.02 -0.03 0.0611
H -3.982 -0.456 -8.845 0.02 0.01 0.03 0.0498
H 1.106 -6.002 -3.503 -0.01 0.00 -0.03 0.0567
H 5.079 -2.419 8.366 0.00 0.04 -0.01 0.0579
H -1.252 -3.182 -8.632 0.00 0.00 0.02 0.0544
H -0.022 -8.310 -2.976 0.00 0.00 -0.01 0.0530
H -4.021 6.063 6.131 -0.01 0.01 -0.03 0.0640
H -3.623 -2.197 -8.950 -0.01 0.00 0.02 0.0545
H 5.736 0.992 9.918 0.02 0.00 -0.03 0.0513
H -3.128 -2.126 -2.593 0.08 0.19 0.11 0.0882
H -3.862 -1.898 -5.712 -0.12 0.11 -0.16 0.0684
H -4.899 4.965 2.926 0.07 -0.01 0.03 0.0154
H 6.669 -2.862 7.694 0.02 0.03 -0.01 0.0492
H 6.853 -2.288 -1.524 -0.02 0.00 0.01 0.0556
H 6.454 -2.782 9.459 0.01 0.00 0.00 0.0526
H 0.184 -2.187 -8.285 -0.01 0.03 0.02 0.0494
H 1.597 1.236 5.192 -0.01 0.01 -0.02 0.0471
H -2.506 4.879 -0.091 0.02 -0.01 0.03 0.0511
H -1.766 -8.607 -3.185 -0.01 0.02 -0.03 0.0477
H -1.634 -1.365 -5.168 0.18 -0.05 0.10 0.0862
H 7.460 -3.835 -2.200 -0.03 -0.02 -0.02 0.0578
H -2.512 1.533 -1.471 -0.05 -0.03 -0.02 0.1137
H -1.388 -2.414 -2.866 0.02 0.13 0.10 0.0565
H -0.143 -5.230 -2.475 -0.05 -0.01 -0.01 0.0606
H -1.535 0.853 -4.596 -0.06 0.04 -0.05 0.1303
H -2.933 -1.060 -10.154 0.03 0.02 0.01 0.0563
H 4.342 1.648 6.592 0.00 0.01 0.02 0.0346
H 5.053 -2.695 -4.920 -0.02 -0.01 0.02 0.0474
H -5.468 6.006 7.188 -0.02 0.00 0.00 0.0547
H -4.376 3.512 3.817 0.08 -0.02 -0.01 0.0456
H -1.133 1.698 0.561 -0.06 -0.08 -0.12 0.0599
H -3.928 -0.114 -5.517 0.01 -0.03 -0.18 0.0724
H -4.499 -1.207 -4.239 -0.09 0.19 0.01 0.0789
H 6.065 -1.641 -3.903 -0.02 0.00 0.00 0.0557
H -5.687 9.390 5.339 -0.02 -0.02 -0.02 0.0508
H 4.569 -0.314 9.581 0.01 -0.01 -0.04 0.0577
H -4.096 4.086 0.070 0.01 -0.02 0.03 0.0576
H 5.330 2.223 5.235 -0.01 0.03 -0.01 0.0536
H 4.150 0.920 4.972 0.01 0.00 -0.01 0.0558
H -2.587 -3.190 -3.866 -0.01 -0.06 0.09 0.0669
H -2.961 0.764 -3.571 0.01 0.11 0.05 0.1096
H 1.881 1.956 6.811 0.04 0.03 -0.01 0.0544
H 0.834 2.784 5.627 0.01 0.02 -0.02 0.0464
H 6.704 -3.213 -4.487 -0.01 -0.03 0.02 0.0578
H 5.921 -0.583 10.729 0.01 0.01 0.00 0.0525
H -3.841 5.739 0.718 0.01 0.00 0.01 0.0561
```
Forces are in eV/Å.

An isolated molecule of C11H11NO2 in a non-equilibrium geometry. Source: the OMol25 dataset; level of theory: ωB97M-V with the def2-TZVPD basis set.

Properties
Energy above the lowest of the compared OMol25 structures with the same formula, charge and spin (kcal/mol): 147.1
Structure (SMILES): C[C@@]1(c2ccccc2)C[C@]1(C=O)N=O
Highest occupied orbital energy (Ha): -0.3244
Net charge: 0
E_LUMO (eV): 0.1
Calculated total energy (hartree): -630.81624
Multiplicity: 1
Frontier orbital gap (eV): 8.928

The geometry in XYZ format:
```
25
Properties=species:S:1:pos:R:3:forces:R:3:nbo_charge:R:1
O 3.695 -0.376 1.043 -0.13 -0.05 0.17 -0.4811
O 2.415 -2.230 -0.755 -0.81 0.98 -0.08 -0.2626
N 1.571 -1.370 -0.894 1.25 -1.81 0.33 0.1576
C 1.904 -0.044 -0.431 -1.77 0.14 -1.36 -0.1433
C -2.888 -0.346 -0.697 -1.15 -3.08 2.37 -0.1872
C -0.642 -0.093 0.023 -0.17 -0.16 -0.30 -0.0018
C -1.714 0.309 -0.777 -0.31 -2.56 1.94 -0.2181
C -3.037 -1.454 0.208 1.22 1.37 -0.98 -0.2128
C 3.060 0.355 0.331 1.83 0.65 0.29 0.4178
C 1.296 0.834 -1.546 -0.29 1.66 3.80 -0.3660
C -0.809 -1.072 0.991 -2.69 -0.35 -2.01 -0.2021
C -2.020 -1.827 1.017 1.80 3.30 -1.29 -0.1860
C 0.565 1.839 0.859 -0.49 1.06 -1.97 -0.6182
C 0.591 0.718 -0.189 0.46 0.36 0.53 0.0057
H 1.754 1.798 -1.697 0.17 -0.01 -0.28 0.2296
H 1.160 1.600 1.634 2.51 -1.08 2.71 0.2160
H 3.393 1.432 0.215 -0.43 -0.51 0.00 0.1153
H -2.242 -2.602 1.636 0.21 -2.11 1.99 0.2050
H 0.924 2.818 0.549 -0.11 0.07 -0.47 0.2157
H -3.795 -0.198 -1.184 -1.01 1.13 -1.48 0.2125
H -1.633 1.065 -1.426 0.62 2.84 -2.37 0.2046
H -0.357 1.969 1.397 -0.90 -0.03 -0.61 0.2377
H 0.754 0.380 -2.290 -0.55 -1.15 -1.91 0.2438
H -3.847 -2.103 0.347 -1.81 -0.17 -0.65 0.2077
H -0.098 -1.403 1.635 2.54 -0.49 1.63 0.2102
```
Forces are in eV/Å.